1.
# C31H30Cl5F6N6O4S3SbV

C31H30Cl5F6N6O4S3SbV as an isolated structure in a non-equilibrium geometry (ωB97M-V/def2-TZVPD, the OMol25 dataset).

Last column: Löwdin charge in e.
Geometry (Å):
N1 -0.27816 -0.93773 6.00434  0.000
Cl1 2.47650 1.07430 1.69292  0.748
H1 3.53884 -0.10913 -2.80295  0.099
O1 0.52538 1.93497 -0.44081  -0.413
H2 2.85775 1.40195 -3.41836  0.101
C1 -1.56994 4.24283 -3.74617  -0.688
C2 -0.35999 -3.33748 6.52583  -0.082
N2 0.43155 -0.33842 -2.24893  -0.040
H3 3.60115 0.52534 6.86615  0.076
C3 2.68898 0.57371 -2.72859  -0.019
N3 -1.78820 0.86339 0.53987  0.039
Cl2 1.86079 -3.08698 -1.72705  0.722
C4 -0.72731 -0.86927 -2.73228  -0.444
V1 0.29519 -0.23607 -0.18775  0.698
C5 4.51149 -0.48059 0.83293  -0.698
F1 0.93285 4.64321 0.89387  0.141
C6 -0.54337 -4.21030 1.61924  -0.024
C7 -3.94480 1.21120 -0.46510  -0.133
C8 -1.59481 -2.39565 -0.09110  -0.410
C9 -2.74904 0.52891 -0.33821  -0.478
Cl3 5.50592 0.45691 1.88742  0.678
H4 -3.29340 -3.68584 -0.23406  0.081
H5 -4.67535 0.90858 -1.20334  0.090
H6 0.04688 2.04264 1.95263  0.012
Cl4 6.74373 -1.87290 0.20584  0.679
H7 1.14218 0.86461 3.81668  0.034
H8 -2.30676 -5.38749 1.31466  0.112
H9 0.37889 -0.73444 6.73825  0.116
S1 -0.83525 2.65367 -3.21201  0.618
Cl5 4.90055 -3.62960 -1.57654  0.672
C10 -1.15366 -2.07624 6.22945  -0.264
H10 -1.11793 1.85802 3.26328  0.040
H11 -1.02270 -4.20078 6.58879  0.074
C11 3.15235 -0.22437 0.69576  -0.643
O2 -1.73670 2.12597 -2.21924  -0.288
C12 -2.31955 -3.53462 0.21280  -0.129
H12 -5.08462 2.87382 0.29334  0.113
N4 0.55847 3.14181 -2.63779  -0.260
H13 -1.81381 -1.70385 -4.36740  0.081
F2 -0.77531 4.87649 -4.59655  0.154
C13 -3.18426 2.65347 1.25774  -0.018
H14 2.26394 -3.20519 1.49579  0.092
C14 0.34334 4.51889 -0.29533  -0.673
Sb1 -2.52813 -1.16028 -1.60476  1.589
O3 2.46310 3.31883 -1.11571  -0.253
C15 -0.93901 2.34075 2.30100  -0.072
C16 5.05928 -1.52993 0.10060  -0.709
H15 1.60535 -1.70918 2.18453  0.037
C17 -1.99641 1.92677 1.32448  -0.322
H16 2.67051 0.97525 -1.72283  0.042
N5 -0.36761 -2.14324 0.44267  -0.038
H17 -1.83086 -1.83746 7.05158  0.115
H18 -3.30924 3.50572 1.91260  0.121
H19 0.17808 -3.26426 7.47308  0.071
H20 1.36899 -3.24110 3.02229  0.078
F3 -2.73094 3.97980 -4.34824  0.140
C18 1.76116 1.03081 5.84243  -0.235
C19 -0.86866 -1.29339 -4.03604  -0.140
C20 2.85749 -2.00023 -0.77358  -0.678
F4 -0.96921 4.38643 -0.10594  0.142
H21 2.69965 -0.88192 6.29048  0.067
H22 -0.96152 3.42186 2.43745  0.083
C21 1.42828 -0.12991 -3.12603  -0.321
H23 -1.75221 -2.19623 5.32803  0.060
H24 -0.08180 -4.90055 2.31232  0.119
O4 -0.62056 1.92720 -4.42808  -0.250
F5 -1.80031 5.03633 -2.70080  0.138
H25 2.17008 -0.36816 -5.10612  0.128
C22 -1.77564 -4.47605 1.07372  -0.050
H26 0.36653 -3.52167 5.73280  0.068
C23 2.27088 -0.93051 -0.11357  -0.305
C24 1.32855 -0.55237 -4.45162  -0.025
C25 1.42343 -2.77035 2.04070  -0.050
H27 0.12061 -1.49918 -5.94214  0.115
H28 2.07258 2.04617 5.59820  0.121
H29 1.16583 1.11479 6.75404  0.111
C26 2.98384 0.14486 6.05206  -0.073
C27 0.19756 -1.16356 -4.91707  -0.051
S2 -0.87209 -0.77944 3.39072  0.744
C28 -0.05122 -0.37287 4.80432  -0.783
C29 -4.16675 2.30394 0.36050  -0.043
F6 0.57026 5.61489 -1.00809  0.153
C30 0.13146 -3.02770 1.32580  -0.356
C31 4.22030 -2.30590 -0.69806  -0.705
S3 1.05490 3.07626 -1.17834  0.594
H30 3.59106 0.11588 5.14707  0.070
N6 0.90483 0.58313 4.75650  -0.014

Its multiplicity is 2. For the frontier orbital gap (alpha / beta), the calculation gives 6.943 / 6.167 eV. Its HOMO energy (alpha / beta) is -6.86 / -6.15 eV.


2.
# C31H30ClN5O2STa

C31H30ClN5O2STa as an isolated structure in a non-equilibrium geometry (ωB97M-V/def2-TZVPD, the OMol25 dataset).

Last column: Löwdin charge in e.
Geometry (Å):
H1 -1.01435 7.12585 -2.21148  0.130
C1 -0.88717 6.13087 -1.80536  -0.015
H2 5.33965 -1.07793 -0.18718  0.141
C2 -3.47677 0.18370 -0.99591  -0.490
C3 -0.51987 -4.48258 -0.60103  -0.518
C4 1.42465 2.29724 0.62079  -0.416
H3 2.29068 -0.93470 3.08979  0.155
C5 1.55272 2.56741 1.97519  -0.087
C6 -2.55061 -4.90779 -1.71006  -0.009
N1 1.61847 -0.88150 2.33902  0.153
C7 -2.22405 -2.70207 -0.47267  -0.220
H4 -1.70363 4.28221 0.91800  0.120
C8 -2.18678 -0.59882 3.93142  0.000
N2 1.50365 -0.81116 -0.02324  -0.139
H5 -1.27285 -0.57743 -3.32461  0.116
O1 -2.40565 -0.06670 -0.14180  -0.328
C9 -1.26852 4.54382 -0.03985  -0.064
C10 3.76109 2.59053 0.27054  -0.039
H6 -3.90401 -0.57098 -2.92332  0.153
H7 -2.44826 -2.75524 0.60972  0.090
Cl1 0.40614 -3.27431 0.30479  0.858
C11 2.81481 2.86134 2.47872  -0.041
N3 -0.75867 -0.76502 1.99872  -0.033
H8 -3.14431 -2.40099 -0.97181  0.074
C12 0.01424 -5.71032 -0.90849  -0.055
H9 -1.16415 -0.58835 5.83686  0.143
H10 -0.52910 1.30414 -2.04085  0.025
C13 2.22328 -0.85996 1.09635  -0.328
C14 -1.76883 -4.03330 -0.96250  -0.340
H11 1.53103 -0.80961 -2.10132  0.110
H12 0.68143 2.58871 2.62367  0.118
H13 1.07186 -0.71902 4.81655  0.139
H14 2.93571 3.10013 3.52800  0.124
H15 4.18161 -0.94813 1.98864  0.141
C15 3.50505 -0.97325 -1.32731  -0.009
H16 3.96846 -1.03181 -2.30198  0.134
H17 -2.05777 -1.85836 -2.71521  0.092
C16 2.15375 -0.86292 -1.21692  -0.158
H18 0.22908 5.42698 -3.50575  0.127
C17 0.18541 -0.70810 4.19502  0.030
C18 0.01289 3.90693 -2.02157  -0.076
C19 4.26000 -1.00078 -0.14718  0.012
H19 4.61882 2.61921 -0.38971  0.127
C20 -3.06398 -0.08972 -2.42926  -0.084
C21 -0.79445 -6.56822 -1.64662  -0.025
C22 -1.43240 5.81729 -0.56732  -0.025
C23 -2.06640 -6.16902 -2.04057  -0.023
C24 -0.17939 5.17829 -2.53512  -0.029
N4 -0.12879 0.93016 -1.18762  -0.405
N5 -1.80701 -0.89361 -2.51931  -0.021
H20 -2.84408 -0.62142 1.91930  0.111
O2 -4.52160 0.55953 -0.62529  0.238
H21 -2.93057 0.87983 -2.90847  0.147
H22 0.58321 3.17436 -2.58077  0.109
C25 -2.00206 -0.65876 2.58906  -0.094
C26 3.91239 2.87447 1.62812  -0.028
H23 1.01089 -6.00025 -0.60058  0.127
Ta1 -0.78121 -0.93022 -0.22232  1.753
C27 -1.05906 -0.62883 4.75983  0.023
C28 2.51021 2.30105 -0.24540  -0.081
H24 2.38006 2.09353 -1.30070  0.111
H25 -1.99308 6.55880 -0.01377  0.129
H26 -3.18784 -0.52838 4.33283  0.138
H27 -3.55185 -4.61505 -2.00630  0.129
C29 3.61942 -0.93382 1.06225  0.034
C30 0.32672 -0.77950 2.80672  -0.276
H28 -2.69056 -6.84949 -2.60465  0.128
S1 -0.24128 2.07433 0.03182  1.112
C31 -0.53365 3.62370 -0.77547  -0.405
H29 -0.42211 -7.54828 -1.91302  0.130
H30 4.88931 3.13125 2.01799  0.127

The charge is +3. Its multiplicity is 1. For the frontier orbital gap, the calculation gives 6.678 eV. As for the relative energy (zero: lowest compared OMol25 entry of this formula, charge and spin): 39.3 kcal/mol. Its HOMO energy is -16.74 eV.


3.
# C31H30DyI2N3O5

C31H30DyI2N3O5 as an isolated structure in a non-equilibrium geometry (ωB97M-V/def2-TZVPD, the OMol25 dataset).

Last column: Löwdin charge in e.
Geometry (Å):
O1 -2.20432 -1.32896 3.00263  -0.123
C1 0.44198 -2.66932 -2.81313  -0.046
C2 -0.74369 -3.79221 3.73802  0.027
H1 -2.91077 4.44644 -0.05412  0.110
O2 0.17950 -2.35141 2.08590  -0.046
C3 2.78916 -1.53682 1.01199  -0.104
H2 2.61267 -1.72852 -4.20411  0.074
H3 0.94489 4.41148 5.47239  0.078
C4 -2.72724 1.38643 -4.60063  -0.079
C5 3.26263 0.19561 -0.56135  -0.034
H4 0.13304 -3.41996 -3.54353  0.084
C6 -2.44734 0.60017 -3.49546  -0.025
C7 2.33351 -1.89440 -1.34899  -0.209
C8 4.11117 0.46716 1.79942  -0.038
C9 2.78776 -0.60212 -1.59039  -0.033
N1 -0.73872 2.15682 1.05507  0.048
C10 -0.39497 1.81338 -3.16523  -0.024
C11 -0.78863 4.06718 2.56837  -0.203
H5 0.00993 3.38130 -4.56555  0.103
C12 1.05658 2.71133 4.16261  -0.614
H6 -1.97114 2.21532 -0.57724  0.110
C13 -2.44791 -2.10434 0.65202  -0.251
H7 -1.54231 -3.57274 4.44372  0.099
H8 4.74609 1.22734 1.34523  0.084
H9 3.44286 0.95208 2.50776  0.024
Dy1 0.13779 -0.20991 1.15494  1.601
C14 -2.19545 -2.47004 2.08648  -0.192
C15 -0.30029 4.63977 3.76184  -0.654
H10 2.78383 -0.20784 -2.59869  0.118
C16 -1.74604 4.66572 1.72136  -0.036
H11 -2.13645 5.64249 1.97249  0.058
O3 0.14036 0.27169 -0.92826  -0.197
H12 3.65336 1.18049 -0.79055  0.121
H13 2.55778 -3.47354 -4.42881  0.079
C17 -3.75900 -2.46519 0.02620  -0.010
H14 0.50723 1.96111 -2.58556  0.116
H15 2.87879 -1.95630 2.00677  0.124
H16 4.74213 -0.22219 2.36160  0.089
H17 2.06391 -3.85481 -2.08370  0.133
H18 -0.86205 -4.82415 3.39518  0.101
N2 -1.88224 -0.82398 -1.14618  0.091
C18 0.67295 2.08618 2.97644  -0.427
H19 -3.62264 -2.60700 -1.04387  0.075
I1 2.39193 1.65866 5.38965  0.926
H20 1.97282 -3.34149 0.18486  0.121
H21 -0.18068 -2.77225 -1.92362  0.068
O4 -1.55659 -0.18446 2.48412  -0.328
C19 -1.27837 0.81172 -2.76801  -0.167
H22 -3.12170 -0.18249 -3.17607  0.108
C20 2.79260 -2.68542 -3.71198  -0.071
H23 -2.97799 -3.11971 2.46885  0.155
C21 -1.64044 2.74637 0.30752  -0.088
H24 0.22443 -3.68593 4.22140  0.097
I2 -0.92384 6.55418 4.38816  0.886
C22 2.29348 -2.32755 -0.02615  -0.054
C23 -0.82120 -2.88534 2.55054  -0.344
C24 3.33649 -0.27633 0.74825  -0.296
C25 0.59466 3.96859 4.55080  -0.229
C26 -0.96096 0.03267 -1.54015  -0.490
H25 3.85217 -2.75148 -3.46089  0.085
H26 -2.07640 3.01202 -5.84300  0.101
H27 -4.17595 -3.36454 0.47599  0.079
N3 -1.56700 -1.37452 0.08213  -0.054
C27 -0.30689 2.78673 2.18191  -0.134
H28 -4.46352 -1.64048 0.16213  0.100
C28 -2.17162 4.00929 0.60245  -0.028
C29 -1.84863 2.39076 -4.98607  -0.087
O5 1.17662 0.95521 2.58699  -0.292
C30 -0.67925 2.60090 -4.26906  -0.076
H29 0.26125 -1.68034 -3.23894  0.080
H30 -3.63774 1.21942 -5.16189  0.102
C31 1.92366 -2.83794 -2.46301  -0.372

Its multiplicity is 6. For the frontier orbital gap (alpha / beta), the calculation gives 7.480 / 7.509 eV. As for the relative energy (zero: lowest compared OMol25 entry of this formula, charge and spin): 10.4 kcal/mol. Its HOMO energy (alpha / beta) is -7.48 / -7.50 eV.